Arrangement P

This record from the Open Molecules 2025 dataset describes a structure of composition C30H30AsBaF6N2O5P2. The level of theory is wB97M-V/def2-TZVPD.

XYZ file:
```
77
Properties=species:S:1:pos:R:3
Ba -1.445 -1.150 -0.929
O -3.043 -3.477 -1.083
C -3.700 -4.526 -0.380
C -3.297 -4.500 1.082
N -3.669 -3.274 1.792
C -4.885 -2.723 1.603
C -4.925 -1.482 0.021
O -5.923 -1.741 -0.566
O -3.942 -0.783 0.100
C -2.685 -2.648 2.673
C -1.572 -1.971 1.859
O -1.457 -0.733 1.912
O -0.922 -2.724 1.085
H -3.237 -3.548 -2.027
H -3.401 -5.498 -0.780
H -4.783 -4.428 -0.498
H -2.218 -4.598 1.156
H -3.773 -5.355 1.576
H -5.183 -1.983 2.337
H -5.662 -3.387 1.247
H -2.249 -3.422 3.310
H -3.194 -1.913 3.289
N 1.275 1.249 0.529
P 1.724 -0.297 -0.030
C 3.131 0.025 -1.142
C 2.923 -0.159 -2.505
C 3.900 0.210 -3.422
C 5.089 0.764 -2.978
C 5.312 0.943 -1.615
C 4.339 0.572 -0.703
C 2.501 -1.016 1.447
C 3.574 -1.897 1.340
C 4.078 -2.526 2.468
C 3.516 -2.280 3.712
C 2.441 -1.408 3.824
C 1.929 -0.783 2.697
P -0.153 1.957 -0.064
C -0.654 2.995 1.352
C -1.561 2.455 2.265
C -1.931 3.178 3.390
C -1.403 4.442 3.612
C -0.503 4.986 2.706
C -0.131 4.267 1.579
C 0.400 3.221 -1.256
C 1.712 3.324 -1.701
C 2.060 4.290 -2.639
C 1.100 5.156 -3.135
C -0.217 5.053 -2.701
C -0.565 4.087 -1.773
H 1.936 1.822 1.042
H 1.988 -0.579 -2.860
H 3.724 0.067 -4.481
H 5.850 1.055 -3.691
H 6.244 1.371 -1.269
H 4.517 0.708 0.359
H 4.021 -2.092 0.372
H 4.914 -3.208 2.374
H 3.914 -2.768 4.593
H 1.996 -1.217 4.792
H 1.070 -0.127 2.780
H -1.960 1.462 2.103
H -2.635 2.753 4.093
H -1.695 5.004 4.490
H -0.091 5.972 2.875
H 0.562 4.705 0.872
H 2.469 2.647 -1.326
H 3.085 4.358 -2.980
H 1.371 5.908 -3.865
H -0.971 5.724 -3.090
H -1.595 4.010 -1.438
F -0.392 -2.831 -2.856
As -1.049 -2.092 -4.329
F -1.395 -3.643 -4.960
F -0.747 -0.534 -3.529
F -1.771 -1.275 -5.640
F -2.597 -2.097 -3.461
F 0.520 -2.045 -5.008
```

Frontier orbital gap (spin up / spin down)   8.3 / 7.4 eV
LUMO energy (spin up / spin down)   0.296 / -1.307 eV
2S+1   2

Arrangement Q

This record from the Open Molecules 2025 dataset describes a structure of composition C30H30AsBaF6N2O5P2. The level of theory is wB97M-V/def2-TZVPD.

XYZ file:
```
77
Properties=species:S:1:pos:R:3
Ba -1.501 0.755 2.105
O -0.592 3.254 1.090
C 0.521 4.146 1.077
C 1.048 4.492 2.472
N 1.483 3.382 3.284
C 2.485 2.526 2.732
C 1.920 1.376 1.894
O 2.394 1.273 0.685
O 1.080 0.614 2.360
C 0.798 3.027 4.518
C -0.569 2.364 4.291
O -1.390 3.026 3.586
O -0.774 1.198 4.694
H -1.156 3.553 1.833
H 1.297 3.665 0.478
H 0.247 5.080 0.575
H 1.878 5.199 2.313
H 0.271 5.024 3.022
H 3.169 3.103 2.107
H 3.071 2.061 3.532
H 1.433 2.342 5.078
H 0.647 3.930 5.119
N 0.391 -0.948 -1.301
P -1.213 -1.058 -0.738
C -2.159 -0.355 -2.126
C -3.505 -0.691 -2.270
C -4.271 -0.085 -3.251
C -3.705 0.861 -4.097
C -2.370 1.207 -3.952
C -1.601 0.609 -2.964
C -1.662 -2.817 -0.818
C -2.542 -3.302 0.146
C -2.944 -4.632 0.117
C -2.453 -5.480 -0.862
C -1.569 -5.002 -1.824
C -1.181 -3.673 -1.807
P 1.616 -0.114 -0.401
C 2.587 0.447 -1.820
C 3.345 -0.472 -2.543
C 4.016 -0.070 -3.689
C 3.928 1.246 -4.119
C 3.172 2.164 -3.402
C 2.503 1.767 -2.254
C 2.530 -1.453 0.402
C 3.815 -1.222 0.897
C 4.513 -2.242 1.521
C 3.933 -3.495 1.671
C 2.657 -3.728 1.183
C 1.958 -2.713 0.544
H 0.559 -1.052 -2.297
H -3.961 -1.412 -1.603
H -5.316 -0.345 -3.348
H -4.307 1.334 -4.861
H -1.927 1.951 -4.601
H -0.565 0.905 -2.844
H -2.934 -2.636 0.908
H -3.638 -4.999 0.862
H -2.759 -6.518 -0.881
H -1.191 -5.666 -2.591
H -0.502 -3.301 -2.567
H 3.423 -1.498 -2.203
H 4.610 -0.785 -4.242
H 4.453 1.559 -5.012
H 3.105 3.191 -3.735
H 1.919 2.484 -1.692
H 4.272 -0.248 0.785
H 5.513 -2.058 1.894
H 4.477 -4.288 2.167
H 2.198 -4.702 1.295
H 0.970 -2.914 0.152
F -3.744 -0.755 2.482
As -5.218 0.124 1.913
F -6.221 -0.977 2.746
F -4.028 1.182 1.091
F -6.511 1.044 1.284
F -5.052 1.135 3.295
F -5.174 -0.895 0.516
```

Frontier orbital gap (spin up / spin down)   8.3 / 6.7 eV
LUMO energy (spin up / spin down)   0.223 / -1.540 eV
2S+1   2

Which is most stable? The ranking, best first, is arrangement P, arrangement Q.

Arrangement P

This record from the Open Molecules 2025 dataset describes a cluster of 2 separate species, C2H4F3P in total. The level of theory is wB97M-V/def2-TZVPD.

XYZ file:
```
10
Properties=species:S:1:pos:R:3
C -0.479 -0.439 -0.577
C 0.304 0.465 0.263
F -4.712 -1.288 -0.418
F -4.736 0.540 1.140
F -3.685 0.688 -1.033
P -3.597 -0.298 0.186
H -0.118 -1.499 -0.656
H 1.110 -0.010 0.867
H 0.692 1.303 -0.364
H -0.501 0.810 0.961
```

Frontier orbital gap (spin up / spin down)   8.3 / 8.3 eV
LUMO energy (spin up / spin down)   -0.664 / -0.604 eV
2S+1   1

Arrangement Q

This record from the Open Molecules 2025 dataset describes a cluster of 2 separate species, C2H4F3P in total. The level of theory is wB97M-V/def2-TZVPD.

XYZ file:
```
10
Properties=species:S:1:pos:R:3
C 0.857 0.370 0.648
C -0.135 1.325 0.910
F -0.467 -2.093 -0.228
F -0.608 -0.225 -1.701
F -0.238 -2.349 -2.649
P 0.418 -1.355 -1.354
H 1.529 0.025 1.387
H -0.460 1.961 0.124
H -0.833 0.479 1.001
H -0.064 1.861 1.863
```

Frontier orbital gap   8.0 eV
LUMO energy   -0.847 eV
2S+1   1

Which is most stable? The ranking, best first, is arrangement Q, arrangement P.

Arrangement P

This record from the Open Molecules 2025 dataset describes a cluster of 12 separate species, C6H36O12 in total. The level of theory is wB97M-V/def2-TZVPD.

XYZ file:
```
54
Properties=species:S:1:pos:R:3
C -0.188 1.712 -2.834
O -0.247 0.851 -3.966
C 1.213 1.839 -2.243
C 1.464 0.875 -1.077
C 0.583 1.138 0.141
C 0.105 -0.108 0.884
C 1.357 1.940 1.288
H -0.919 1.421 -2.082
H -0.472 2.701 -3.198
H 0.265 0.065 -3.746
H 1.406 2.862 -1.895
H 1.967 1.823 -3.035
H 1.370 -0.170 -1.392
H 2.525 1.058 -0.894
H -0.314 1.753 -0.011
H 0.147 -1.093 0.385
H -0.958 -0.220 1.096
H 0.748 -0.227 1.756
H 0.674 2.181 2.097
H 1.725 2.904 0.943
H 2.188 1.269 1.463
H 3.427 -3.468 0.729
H 1.990 -3.631 1.088
O 2.839 -3.406 1.493
H -0.864 0.032 4.903
H 0.071 0.024 3.787
O 0.007 0.382 4.678
H -1.861 1.688 3.416
H -2.570 0.813 2.356
O -2.122 0.788 3.208
H -0.498 -4.709 0.656
H 0.557 -4.597 -0.522
O 0.116 -4.128 0.196
H -1.169 -3.019 -0.502
H -1.852 -2.908 -1.840
O -2.050 -2.911 -0.897
H 4.156 -0.844 1.304
H 3.315 0.278 0.755
O 4.118 -0.212 0.575
H -2.659 1.221 -0.013
H -2.037 2.636 0.165
O -2.504 1.945 0.620
H -3.565 0.837 -2.374
H -3.524 -0.535 -1.449
O -3.131 0.304 -1.710
H 3.042 -3.167 -2.524
H 2.799 -2.754 -0.905
O 2.907 -3.391 -1.611
H -0.384 3.449 -0.139
H 0.135 4.705 0.600
O 0.125 4.250 -0.247
H -4.054 -1.964 -0.270
H -4.667 -0.963 0.841
O -4.731 -1.320 -0.046
```

Frontier orbital gap   10.1 eV
LUMO energy   -0.165 eV
2S+1   1
SMILES string   CC(C)CCCO.O.O.O.O.O.O.O.O.O.O.O

Arrangement Q

This record from the Open Molecules 2025 dataset describes a cluster of 12 separate species, C6H36O12 in total. The level of theory is wB97M-V/def2-TZVPD.

XYZ file:
```
54
Properties=species:S:1:pos:R:3
O -0.671 -6.009 -3.208
H -0.611 -5.743 -4.125
H -0.206 -6.844 -3.169
O -5.587 2.930 -3.135
H -5.059 3.556 -3.632
H -5.998 3.455 -2.449
O -0.340 5.367 -1.738
H 0.011 4.742 -1.103
H 0.429 5.833 -2.066
O -1.433 2.516 -6.908
H -1.839 3.079 -6.249
H -0.502 2.519 -6.686
O 3.118 -2.840 2.486
H 2.795 -2.806 3.386
H 4.070 -2.798 2.570
O -3.193 -4.433 1.822
H -2.457 -4.935 2.173
H -2.953 -4.260 0.912
O 4.464 0.759 -2.873
H 5.320 1.101 -2.613
H 3.966 0.715 -2.057
O 4.421 -3.907 -1.387
H 3.664 -3.519 -0.949
H 4.379 -4.836 -1.162
O -4.448 0.588 -6.145
H -3.623 0.944 -6.476
H -4.754 1.240 -5.514
C -2.198 -1.211 6.643
C -1.237 -1.921 5.764
O 0.127 -1.561 5.945
H -2.365 -0.181 6.328
H -1.859 -1.340 7.671
H -3.126 -1.764 6.499
H -1.427 -1.713 4.711
H -1.363 -2.996 5.897
H 0.153 -0.612 6.083
C -1.113 -0.311 -2.067
C -0.242 -1.069 -1.120
O 0.814 -0.282 -0.652
H -1.635 0.439 -1.472
H -1.949 -0.891 -2.457
H -0.553 0.035 -2.935
H 0.219 -1.930 -1.602
H -0.849 -1.388 -0.273
H 1.288 -0.777 0.021
C 3.274 3.595 2.644
C 2.418 4.114 1.449
O 1.231 3.331 1.346
H 3.356 2.508 2.653
H 3.018 3.837 3.676
H 4.240 4.092 2.560
H 3.077 3.883 0.612
H 2.337 5.200 1.478
H 1.397 2.501 0.893
```

Frontier orbital gap   10.4 eV
LUMO energy   0.045 eV
2S+1   1
SMILES string   CCO.CCO.CCO.O.O.O.O.O.O.O.O.O

Which is most stable? The ranking, best first, is arrangement P, arrangement Q.